Version A
Here is 2 unconnected molecules or ions with the total composition C2H5NS2 from OMol25. Energies are from the ωB97M-V functional and the def2-TZVPD basis.

Geometry as ORCA input:
```
! RIJCOSX wB97M-V def2-TZVPD def2/J DEFGRID3
* xyz 0 1
S 1.76 -2.91 0.89
C 0.78 -1.60 0.43
S 1.02 -0.13 1.19
H 0.22 -1.51 -0.46
H 1.84 -0.49 2.26
C -1.11 1.51 -0.55
N -0.79 0.46 -1.15
H -0.70 1.78 0.43
H -1.75 2.37 -0.90
H -1.27 0.52 -2.13
*
```

Summary:
SMILES: S=CS.C=N

Version B
Here is a single C2H5NS2 molecule from OMol25. Energies are from the ωB97M-V functional and the def2-TZVPD basis.

Geometry as ORCA input:
```
! RIJCOSX wB97M-V def2-TZVPD def2/J DEFGRID3
* xyz 0 1
C 1.57 -1.05 -0.17
S 0.07 -0.11 -1.06
C -0.80 0.20 0.44
N -1.97 0.72 0.64
S -2.76 2.03 0.02
H 2.56 -0.92 -0.83
H 1.90 -1.06 1.03
H 1.52 -2.14 -0.45
H -0.47 -0.48 1.26
H -1.62 2.80 -0.87
*
```

Summary:
SMILES: CS/C=N\S

How far above the most stable structure does each one sit? In kcal/mol: version A 0.0; version B 30.2.